Here is a molecular structure, C24H46BBr3Cl2IMg2N4O21P2SV from the OMol25 dataset. Energies are from ωB97M-V with the def2-TZVPD basis set.

Values from the calculation:
Kohn-Sham gap = 0.078 hartree
strongest force on any atom = 3.3 eV/A
total charge = 0

Each line ends with the Mulliken charge.
CARTESIAN COORDINATES (ANGSTROEM)
1 C -3.9991 -0.5346 -8.7768  -1.27
2 C -2.8791 -0.7085 -7.7480  -0.14
3 N -2.6946 -2.1245 -7.5215  -0.16
4 P -1.2736 -2.5747 -6.5337  0.41
5 C 0.2225 -2.9098 -5.3492  -0.71
6 O 0.8866 -1.6532 -4.9444  -0.34
7 C 1.8462 -2.0428 -4.1063  0.80
8 C 3.1631 -2.5068 -4.6866  -1.24
9 O 1.6517 -2.0239 -2.9046  -0.68
10 C -0.1844 -2.8651 -8.0931  -1.16
11 C -0.1596 -4.2685 -8.6867  -0.57
12 C 0.4281 -5.3434 -7.7825  -1.14
13 I -2.0547 -4.9876 -9.4264  -0.02
14 P -2.5287 -2.4665 -4.5651  0.51
15 O -3.0207 -3.9827 -4.2478  -0.57
16 O -3.9237 -1.6563 -4.6510  -0.54
17 S -1.5156 -1.7548 -3.0253  -0.36
18 H -4.7922 -1.2452 -8.5604  0.31
19 H -3.6446 -0.7947 -9.7706  0.28
20 H -4.3703 0.4857 -8.8258  0.39
21 H -1.9769 -0.3578 -8.2467  0.29
22 H -3.0666 -0.1199 -6.8450  0.19
23 H -3.5479 -2.5806 -7.2233  0.28
24 H -1.6215 -3.9829 -6.5519  -0.12
25 H -0.9317 -1.1709 -6.4588  -0.22
26 H -0.0752 -3.4937 -4.4742  0.33
27 H 1.0168 -3.4880 -5.8256  0.24
28 H 3.1679 -3.5913 -4.7667  0.29
29 H 3.9931 -2.2233 -4.0527  0.38
30 H 3.2446 -2.0960 -5.6870  0.38
31 H 0.8535 -2.5402 -7.9720  0.57
32 H -0.5886 -2.2145 -8.8678  0.42
33 H 0.4846 -4.2294 -9.5581  0.60
34 H 0.6195 -6.2582 -8.3316  0.47
35 H -0.1439 -5.5093 -6.8770  0.25
36 H 1.4162 -4.9858 -7.4728  0.24
37 H -2.2548 -4.5634 -4.2177  0.30
38 H -3.7780 -0.7806 -4.2811  0.33
39 O -2.0917 -0.5756 1.0536  -0.82
40 V -1.7231 -2.2694 0.8981  1.37
41 O -1.3155 -3.8739 0.6920  -1.03
42 B -1.7035 2.3201 3.9935  1.85
43 O -1.7063 3.1798 2.7293  -0.51
44 C -1.9820 4.4245 3.1277  0.57
45 O -2.0794 5.3915 2.3305  -0.92
46 C -2.1699 4.4889 4.5320  1.03
47 O -2.4688 5.5644 5.1516  -1.06
48 O -2.0149 3.2906 5.0814  -0.48
49 O -2.7155 1.2690 3.9097  -0.79
50 C -2.1077 0.0642 4.0617  0.37
51 O -2.6480 -0.9870 4.0613  -0.52
52 C -0.6094 0.3307 4.2337  0.65
53 O 0.2462 -0.4786 4.3891  -0.63
54 O -0.4175 1.6628 4.1839  -0.44
55 Mg -2.3692 2.1462 0.9054  1.05
56 C -1.0806 -7.3486 -2.4306  -0.44
57 Br -1.3105 -5.9591 -1.1196  0.15
58 Br -2.7518 -7.9360 -3.1677  -0.02
59 Br 0.1450 -6.8127 -3.8500  -0.10
60 H -0.6330 -8.2005 -1.9407  0.46
61 C -5.1723 -2.5483 3.7414  0.89
62 O -5.8984 -2.2412 4.6765  -0.43
63 O -4.2711 -3.4243 3.7754  -0.32
64 O -5.2119 -2.0344 2.5921  -0.30
65 N 1.8443 -4.6148 -1.2870  -0.13
66 H 2.8251 -4.7545 -1.0415  0.35
67 H 1.3026 -4.3938 -0.4476  0.33
68 H 1.7613 -3.8368 -1.9507  0.17
69 H 1.4660 -5.4712 -1.7178  0.20
70 Mg -3.1066 6.7200 3.5287  0.85
71 C 3.0309 6.8127 5.9611  -1.64
72 C 3.0212 5.3359 5.5201  1.35
73 C 4.2234 4.6158 6.1433  -1.22
74 C 4.1426 4.3798 7.6584  -0.67
75 C 2.7009 4.2486 8.1794  -1.59
76 C 1.6736 3.8176 7.1269  1.77
77 N 1.7288 4.7759 5.9971  0.61
78 O 0.9006 4.5493 5.1111  -0.26
79 C 0.2984 3.9224 7.7895  -1.66
80 C 1.9081 2.3661 6.7155  -1.35
81 C 3.2031 5.3002 4.0125  -1.87
82 H 2.1995 7.3559 5.5097  0.39
83 H 3.9552 7.3004 5.6534  0.40
84 H 2.9452 6.9158 7.0438  0.36
85 H 4.3522 3.6504 5.6497  0.38
86 H 5.1292 5.1766 5.9155  0.57
87 H 4.7083 3.4805 7.9025  0.34
88 H 4.6386 5.1940 8.1878  0.38
89 H 2.6779 3.5559 9.0189  0.57
90 H 2.3953 5.2133 8.5939  0.37
91 H 0.0642 4.9576 8.0432  0.44
92 H 0.2825 3.3407 8.7094  0.43
93 H -0.4916 3.5437 7.1414  0.18
94 H 1.8401 1.7296 7.5963  0.42
95 H 2.8874 2.2030 6.2656  0.35
96 H 1.1563 2.0277 6.0049  0.18
97 H 4.1506 5.7692 3.7548  0.43
98 H 2.4187 5.8449 3.4901  0.37
99 H 3.2206 4.2765 3.6363  0.40
100 N -4.3640 6.2486 -0.4109  0.87
101 O -4.8919 7.1909 0.2393  -0.61
102 O -4.4759 5.0618 0.0251  -0.57
103 O -3.7219 6.4776 -1.4327  -0.59
104 C 5.0825 -4.0451 1.1492  -0.19
105 Cl 5.6353 -2.5073 0.4918  -0.12
106 Cl 5.3818 -5.3860 0.0210  -0.17
107 H 5.6144 -4.2472 2.0703  0.30
108 H 4.0184 -3.9791 1.3421  0.20

***

Here is a molecular structure, C38H31Cl7MoN5O7PS3 from the OMol25 dataset. Energies are from ωB97M-V with the def2-TZVPD basis set.

Values from the calculation:
Kohn-Sham gap (spin up / spin down) = 0.223 / 0.209 hartree
strongest force on any atom = 1.3 eV/A
multiplicity = 2
total charge = -1

Each line ends with the Mulliken spin population.
CARTESIAN COORDINATES (ANGSTROEM)
1 Mo 0.6229 1.4517 1.6470  0.96
2 O 2.7709 3.7877 -1.1953  -0.01
3 C 2.3491 3.1509 -0.2449  0.04
4 N 1.0692 2.8303 0.1000  0.02
5 C -0.0005 3.4852 -0.4860  0.00
6 O -0.0799 3.9784 -1.5887  0.01
7 C -1.1268 3.5997 0.5189  -0.02
8 C -2.2467 4.3522 0.2468  0.00
9 C -3.1947 4.4984 1.2520  0.00
10 C -2.9732 3.8921 2.4742  0.00
11 C -1.8310 3.1249 2.6573  -0.01
12 N -0.9306 2.9703 1.6890  0.03
13 C 3.2830 2.6409 0.8219  -0.05
14 C 4.6371 2.9341 0.7977  0.00
15 C 5.4320 2.4713 1.8285  -0.01
16 C 4.8441 1.7176 2.8399  0.00
17 C 3.4908 1.4542 2.7890  -0.01
18 N 2.7172 1.9204 1.7991  0.02
19 H -2.3390 4.8072 -0.7290  0.00
20 H -4.0923 5.0784 1.0801  0.00
21 H -3.6824 3.9774 3.2849  0.00
22 H -1.6276 2.6070 3.5815  -0.01
23 H 5.0139 3.5208 -0.0282  0.00
24 H 6.4914 2.6910 1.8507  0.00
25 H 5.4234 1.3326 3.6675  0.00
26 H 2.9947 0.8635 3.5483  -0.01
27 C -4.4188 -1.5135 -1.9619  0.00
28 C -4.0526 -0.1347 -1.4599  0.00
29 O -4.0162 -0.0867 -0.0351  0.00
30 P -2.7290 -0.3655 0.8847  0.01
31 S -3.1763 0.1161 2.7000  0.00
32 S -1.1568 0.4918 -0.0731  0.00
33 O -2.5206 -1.9553 0.6828  0.00
34 C -1.9763 -2.7846 1.7199  0.00
35 C -3.0070 -3.8058 2.1369  0.00
36 H -4.4524 -1.5186 -3.0533  0.00
37 H -5.3981 -1.8111 -1.5857  0.00
38 H -3.6924 -2.2520 -1.6304  0.00
39 H -4.8160 0.5900 -1.7495  0.00
40 H -3.0943 0.2118 -1.8591  0.00
41 H -1.6691 -2.1624 2.5604  0.00
42 H -1.0818 -3.2572 1.3022  0.00
43 H -3.8914 -3.3005 2.5253  0.00
44 H -2.6001 -4.4447 2.9229  0.00
45 H -3.3051 -4.4359 1.2971  0.00
46 Cl 0.3801 -1.6408 7.8658  0.00
47 C 0.5056 -0.4476 6.6149  0.00
48 C 0.8092 0.8655 6.9254  0.00
49 Cl 1.0678 1.3438 8.5714  0.00
50 C 0.9168 1.8175 5.8998  0.00
51 Cl 1.3298 3.4653 6.2439  0.00
52 C 0.7005 1.4641 4.5761  0.00
53 O 0.8070 2.2984 3.5639  0.03
54 C 0.3781 0.1202 4.2568  -0.01
55 O 0.2115 -0.1477 2.9880  0.03
56 C 0.2948 -0.8163 5.2801  0.01
57 Cl -0.0391 -2.4635 4.8430  0.00
58 Cl -2.7091 -4.9936 -3.2774  0.00
59 C -1.3132 -3.9548 -3.2848  0.00
60 C -1.0571 -3.1349 -2.1992  0.00
61 C 0.0649 -2.3237 -2.2269  0.00
62 C 0.9480 -2.3138 -3.3105  0.00
63 C 2.2158 -1.4834 -3.3268  0.00
64 C 3.1759 -1.8128 -2.1749  0.00
65 N 2.6656 -1.4611 -0.8644  0.00
66 C 2.3508 -2.3331 0.1538  0.01
67 C 1.7396 -1.5947 1.1229  0.00
68 N 1.7000 -0.2826 0.7131  -0.03
69 C 2.2736 -0.2344 -0.4662  -0.01
70 O 2.0854 -0.0594 -3.3726  0.00
71 C 0.8109 0.5912 -3.4066  0.00
72 C 0.0509 0.3620 -4.6825  0.00
73 C 0.5050 0.6671 -5.9296  0.00
74 Cl 2.0198 1.3721 -6.3252  0.00
75 S -0.6128 0.2819 -7.1676  0.00
76 C -1.7401 -0.3005 -6.0162  0.00
77 C -1.2600 -0.1998 -4.7503  0.00
78 C 0.6209 -3.1281 -4.3933  0.00
79 Cl 1.5909 -3.1359 -5.8435  0.00
80 C -0.4899 -3.9540 -4.3933  0.00
81 H -1.7216 -3.1064 -1.3467  0.00
82 H 0.2074 -1.6562 -1.3907  0.00
83 H 2.7690 -1.7704 -4.2257  0.00
84 H 4.1151 -1.2844 -2.3474  0.00
85 H 3.3810 -2.8838 -2.1741  0.00
86 H 2.5577 -3.3858 0.0786  0.00
87 H 1.3045 -1.8862 2.0625  0.00
88 H 2.3927 0.6417 -1.0802  0.00
89 H 1.0552 1.6501 -3.2965  0.00
90 H 0.1860 0.3144 -2.5540  0.00
91 H -2.6907 -0.6921 -6.3377  0.00
92 H -1.8048 -0.5198 -3.8715  0.00
93 H -0.7104 -4.5732 -5.2501  0.00

***

Here is 2 unconnected molecules or ions with the total composition C3H8O from the OMol25 dataset. Energies are from ωB97M-V with the def2-TZVPD basis set.

Values from the calculation:
Kohn-Sham gap = 0.336 hartree
strongest force on any atom = 1.1 eV/A
total charge = 0

Each line ends with the Mulliken charge.
CARTESIAN COORDINATES (ANGSTROEM)
1 C -0.6268 0.7533 -0.6754  -1.02
2 C 1.3366 -0.7564 -0.8901  -0.42
3 C -0.6755 0.0632 0.7375  -0.83
4 O 2.0746 -0.3452 0.1115  -0.24
5 H -0.7583 0.1544 -1.5897  0.38
6 H -1.5156 1.3799 -0.6069  0.34
7 H 0.2113 1.4313 -0.8926  0.36
8 H 0.6342 -1.5496 -0.5152  0.27
9 H -1.6698 -0.3729 0.8478  0.29
10 H 0.0015 -0.7260 1.1095  0.26
11 H -0.5657 0.8731 1.4607  0.27
12 H 1.9161 -0.7694 0.9825  0.35